Density functional theory data (the ωB97M-V functional and the def2-TZVPD basis) for 2 unconnected molecules or ions with the total composition C5H6O3 at a distorted geometry.

Last column: Mulliken charge in e.
Atoms and positions in Å:
O1 2.941 0.974 -0.183  -0.3847
O2 2.684 -0.927 1.279  -0.5221
O3 -0.741 -1.273 -0.064  -0.3680
C1 2.496 -0.145 0.386  0.7820
C2 -1.964 -0.987 -0.662  -0.1479
C3 -1.326 -0.190 0.304  0.4484
C4 1.712 0.326 -0.751  -0.4929
C5 -1.274 0.870 1.140  -0.8945
H1 0.978 1.071 -0.519  0.2926
H2 -1.905 -0.731 -1.767  0.1674
H3 -1.987 1.739 1.262  0.2294
H4 -0.436 0.836 1.771  0.3152
H5 1.698 -0.040 -1.722  0.3098
H6 -2.877 -1.525 -0.473  0.2652

* ΔE to the lowest compared entry with this formula, charge and spin: 102.6 kcal per mole
* max |F|: 5.856 eV Å⁻¹
* net charge: 0
* frontier orbital gap: 0.3767 Ha
* energy: -11419.9641 eV